[1]
Molecular formula: C17H16FN5O
Method: DFT, ωB97M-V/def2-TZVPD

Geometry as ORCA input:
```
! RIJCOSX wB97M-V def2-TZVPD def2/J DEFGRID3
* xyz 0 1
O -2.898 2.058 1.185
C -1.859 1.557 0.819
N -1.292 0.469 1.355
H -0.471 0.076 0.903
C -2.011 -0.408 2.249
H -1.402 -0.602 3.137
H -2.925 0.115 2.542
C -2.348 -1.726 1.533
C -3.075 -1.422 0.254
C -2.373 -1.296 -0.939
C -3.026 -0.930 -2.103
C -4.387 -0.683 -2.088
C -5.095 -0.809 -0.904
C -4.441 -1.174 0.259
H -4.995 -1.263 1.182
H -6.157 -0.617 -0.887
H -4.896 -0.393 -2.995
H -2.469 -0.835 -3.025
H -1.309 -1.488 -0.957
H -2.962 -2.339 2.193
H -1.420 -2.261 1.318
C -1.084 2.173 -0.371
N 0.322 1.953 -0.348
N 1.217 2.910 -0.364
N 2.374 2.358 -0.318
C 2.169 1.025 -0.268
N 0.867 0.756 -0.292
C 3.224 0.039 -0.184
C 2.957 -1.303 0.080
C 3.968 -2.241 0.163
C 5.279 -1.837 -0.020
C 5.569 -0.506 -0.278
C 4.552 0.425 -0.358
H 4.757 1.465 -0.555
H 6.593 -0.195 -0.416
H 6.074 -2.564 0.042
H 3.718 -3.270 0.371
F 1.686 -1.710 0.279
H -1.514 1.722 -1.273
H -1.256 3.250 -0.390
*
```

Calculated values
Frontier orbital gap   9.57 eV
Molecular weight   325.3 g/mol
E   -1106.30204 hartree
Structure (SMILES)   O=C(Cn1nnc(-c2ccccc2F)n1)NCCc1ccccc1
HOMO   -9.2 eV

=====

[2]
Molecular formula: C17H16N2O2
Method: DFT, ωB97M-V/def2-TZVPD

Geometry as ORCA input:
```
! RIJCOSX wB97M-V def2-TZVPD def2/J DEFGRID3
* xyz 0 1
C -3.567 0.125 -5.400
C -3.571 0.933 -4.125
O -4.498 1.658 -3.837
C -2.390 0.801 -3.239
C -2.364 1.563 -2.071
C -1.307 1.498 -1.187
C -0.231 0.658 -1.460
C -0.248 -0.110 -2.629
C -1.308 -0.040 -3.503
H -1.287 -0.648 -4.394
H 0.595 -0.754 -2.825
O 0.871 0.509 -0.679
C 0.980 1.241 0.519
C 0.059 0.697 1.640
N 0.804 0.302 2.799
C 0.829 0.908 4.021
N 1.622 0.347 4.876
C 2.188 -0.711 4.207
C 3.113 -1.659 4.631
C 3.507 -2.617 3.721
C 3.004 -2.647 2.418
C 2.085 -1.717 1.976
C 1.684 -0.752 2.886
H 1.702 -1.738 0.966
H 3.345 -3.416 1.742
H 4.225 -3.367 4.018
H 3.500 -1.633 5.636
H 0.228 1.772 4.234
H -0.672 1.447 1.951
H -0.481 -0.172 1.246
H 0.798 2.307 0.338
H 2.024 1.116 0.821
H -1.332 2.104 -0.295
H -3.203 2.213 -1.869
H -3.525 -0.937 -5.169
H -2.704 0.385 -6.008
H -4.477 0.334 -5.957
*
```

Calculated values
Frontier orbital gap   8.98 eV
Molecular weight   280.3 g/mol
E   -917.41080 hartree
Structure (SMILES)   CC(=O)c1ccc(OCCn2cnc3ccccc32)cc1
HOMO   -8.7 eV

=====

[3]
Molecular formula: C17H16N4O3
Method: DFT, ωB97M-V/def2-TZVPD

Geometry as ORCA input:
```
! RIJCOSX wB97M-V def2-TZVPD def2/J DEFGRID3
* xyz 0 1
C -0.407 -3.180 1.213
H -0.589 -4.221 1.467
C -0.213 -3.046 -0.292
H 0.586 -3.717 -0.610
H -1.130 -3.327 -0.814
C 0.187 -1.636 -0.746
N -0.770 -0.628 -0.284
C -1.879 -0.402 -1.100
O -1.967 -0.933 -2.186
C -2.884 0.511 -0.552
C -4.043 0.795 -1.275
C -4.995 1.643 -0.752
C -4.800 2.216 0.501
C -3.660 1.946 1.230
C -2.694 1.090 0.706
N -1.539 0.799 1.391
C -0.549 -0.040 0.949
O 0.456 -0.218 1.598
H -1.376 1.221 2.296
H -3.508 2.390 2.203
H -5.547 2.879 0.910
H -5.891 1.864 -1.311
H -4.164 0.333 -2.243
H 0.137 -1.611 -1.844
C 1.631 -1.288 -0.352
O 2.386 -2.089 0.137
N 1.978 -0.030 -0.759
C 3.156 0.665 -0.489
C 4.248 0.112 0.176
C 5.362 0.907 0.383
C 5.353 2.214 -0.078
N 4.318 2.746 -0.709
C 3.255 1.995 -0.906
H 2.431 2.473 -1.425
H 6.202 2.869 0.060
H 6.224 0.512 0.897
H 4.211 -0.908 0.521
H 1.261 0.527 -1.204
H -1.260 -2.595 1.556
H 0.482 -2.842 1.737
*
```

Calculated values
Frontier orbital gap   8.63 eV
Molecular weight   324.3 g/mol
E   -1102.25660 hartree
Structure (SMILES)   CC[C@H](C(=O)Nc1cccnc1)n1c(=O)[nH]c2ccccc2c1=O
HOMO   -8.6 eV

=====

[4]
Molecular formula: C17H17Br2NOTi
Method: DFT, ωB97M-V/def2-TZVPD

Geometry as ORCA input:
```
! RIJCOSX wB97M-V def2-TZVPD def2/J DEFGRID3
* xyz 0 3
C -1.450 -0.144 -1.842
C -2.318 -2.530 -0.462
C -0.386 -0.905 -2.360
H -1.360 0.948 -1.685
C -1.078 -3.033 -0.583
H -2.847 -2.542 0.506
H 0.592 -0.468 -2.575
H -0.504 -3.366 0.301
C -0.541 -2.279 -2.937
H 0.167 -2.443 -3.769
H -1.542 -2.353 -3.400
C -2.901 -0.559 -2.035
H -3.240 -0.473 -3.086
H -3.534 0.184 -1.514
C -3.191 -1.997 -1.579
H -3.026 -2.678 -2.430
H -4.254 -2.103 -1.290
C -0.380 -3.388 -1.884
H -0.684 -4.343 -2.336
H 0.680 -3.541 -1.608
Ti -0.184 -0.042 -0.034
H 0.632 0.891 -1.103
Br -1.782 4.456 1.495
C -0.178 3.559 1.937
C 0.776 4.204 2.740
C 1.994 3.626 3.109
Br 3.139 4.692 4.241
C 2.360 2.349 2.563
C 3.565 1.705 2.828
C 3.779 0.455 2.280
C 2.818 -0.137 1.467
N 1.653 0.455 1.145
C 1.417 1.690 1.694
C 0.133 2.288 1.414
O -0.754 1.628 0.684
H 0.522 5.207 3.062
H 4.268 2.205 3.468
H 4.696 -0.081 2.499
H 2.944 -1.135 1.080
*
```

Calculated values
Frontier orbital gap (spin up / spin down)   5.35 / 7.31 eV
Molecular weight   459.0 g/mol
Expectation value of S²   2.01
E   -6785.37230 hartree
HOMO (spin up / spin down)   -5.9 / -7.9 eV

=====

[5]
Molecular formula: C17H17BrCaN8O6S2
Method: DFT, ωB97M-V/def2-TZVPD

Geometry as ORCA input:
```
! RIJCOSX wB97M-V def2-TZVPD def2/J DEFGRID3
* xyz 0 1
Ca 0.144 1.248 1.405
C -1.853 5.347 1.183
O -0.537 5.423 0.607
C 0.287 4.433 0.925
O 0.020 3.555 1.740
N 1.459 4.523 0.270
N 2.313 3.425 0.348
H -2.367 6.236 0.834
H -1.790 5.341 2.269
H -2.363 4.453 0.830
H 1.496 5.153 -0.518
H 3.238 3.721 0.624
H 2.340 2.911 -0.533
O -2.421 2.896 -1.586
S -1.678 1.803 -1.036
O -1.999 1.454 0.351
N -0.063 2.013 -1.083
C 0.528 1.135 -1.907
S 2.166 1.065 -2.197
C -0.434 0.150 -2.494
C -0.167 -0.916 -3.335
C -1.225 -1.727 -3.721
C -2.523 -1.479 -3.282
C -2.798 -0.404 -2.446
C -1.729 0.384 -2.072
H 0.847 -1.096 -3.668
H -1.040 -2.569 -4.376
H -3.328 -2.131 -3.594
H -3.801 -0.200 -2.097
N 3.790 -0.693 0.385
N 3.230 -0.407 1.615
N 3.266 -1.229 2.629
C 2.604 -0.532 3.550
N 2.205 0.656 3.095
N 2.636 0.721 1.843
H 3.798 -1.705 0.309
H 3.164 -0.304 -0.324
H 2.408 -0.902 4.541
Br -2.417 -5.925 2.878
C -1.475 -4.908 1.584
C -1.135 -5.497 0.376
C -0.449 -4.749 -0.571
C -0.106 -3.432 -0.307
C -0.454 -2.858 0.909
C -1.147 -3.594 1.862
C -0.107 -1.426 1.188
O -0.535 -0.879 2.238
O 0.595 -0.802 0.335
H -1.406 -6.525 0.180
H -0.185 -5.202 -1.518
H 0.422 -2.830 -1.034
H -1.420 -3.128 2.798
*
```

Calculated values
Frontier orbital gap   8.34 eV
Molecular weight   613.5 g/mol
E   -5595.66151 hartree
HOMO   -8.7 eV

=====

[6]
Molecular formula: C17H17BrN6O2PdS
Method: DFT, ωB97M-V/def2-TZVPD

Geometry as ORCA input:
```
! RIJCOSX wB97M-V def2-TZVPD def2/J DEFGRID3
* xyz 2 3
Pd 0.095 0.136 -0.120
C 1.359 5.327 0.218
C 2.144 4.078 0.098
N 3.429 3.987 0.038
N 3.689 2.651 -0.069
C 2.595 1.895 -0.076
S 2.452 0.217 -0.190
N 1.588 2.807 0.033
N 0.238 2.447 0.063
H 2.051 6.164 0.247
H 0.766 5.334 1.134
H 0.692 5.458 -0.635
H 4.640 2.325 -0.136
H -0.235 2.907 -0.711
H -0.166 2.771 0.938
C -3.199 0.620 -0.171
O -2.169 -0.386 -0.171
C -2.559 -1.688 -0.039
C -3.870 -2.075 0.215
C -4.190 -3.422 0.330
Br -5.967 -3.915 0.649
C -3.212 -4.392 0.219
C -1.887 -4.008 -0.015
C -1.570 -2.656 -0.178
O -0.267 -2.241 -0.450
C -0.893 -5.061 -0.022
N -1.236 -6.373 -0.093
C -0.096 -7.043 -0.029
C 0.112 -8.459 -0.047
C 1.393 -8.897 0.074
C 2.474 -7.979 0.207
C 2.311 -6.588 0.217
C 1.022 -6.147 0.088
N 0.445 -4.891 0.066
H -3.898 0.438 -0.986
H -2.689 1.563 -0.334
H -3.711 0.640 0.790
H -4.656 -1.342 0.316
H -3.449 -5.440 0.323
H -0.055 -2.445 -1.374
H -0.735 -9.123 -0.152
H 1.621 -9.953 0.073
H 3.474 -8.382 0.303
H 3.164 -5.932 0.320
H 0.894 -3.997 0.198
*
```

Calculated values
Frontier orbital gap (spin up / spin down)   7.71 / 4.70 eV
Molecular weight   555.8 g/mol
Expectation value of S²   2.03
E   -4236.54570 hartree
HOMO (spin up / spin down)   -13.9 / -13.7 eV

=====

[7]
Molecular formula: C17H17BrZr
Method: DFT, ωB97M-V/def2-TZVPD

Geometry as ORCA input:
```
! RIJCOSX wB97M-V def2-TZVPD def2/J DEFGRID3
* xyz 0 1
C -2.207 -1.067 -1.709
C -1.841 -1.751 -0.502
C -1.676 -0.767 0.524
H -1.796 -2.832 -0.362
C -1.911 0.520 -0.042
C -2.292 0.337 -1.407
H -2.685 1.127 -2.060
H -2.498 -1.547 -2.644
H -1.497 -0.966 1.582
H -1.891 1.471 0.495
Zr 0.223 -0.465 -1.278
Br 1.211 -2.723 -0.748
C 1.923 0.599 -2.621
C 0.703 1.334 -2.776
C -0.261 0.461 -3.389
H 0.549 2.398 -2.550
C 0.347 -0.835 -3.567
C 1.713 -0.737 -3.114
H 2.486 -1.485 -3.266
H 2.880 1.033 -2.331
H -1.241 0.775 -3.750
H -0.110 -1.691 -4.056
C 1.248 0.661 0.494
C 0.911 0.508 1.928
C 1.060 -0.719 2.610
C 0.680 -0.835 3.949
C 0.145 0.262 4.636
C 0.029 1.497 3.980
C 0.400 1.618 2.644
H 2.296 0.385 0.306
H 1.084 1.698 0.174
H 1.448 -1.583 2.065
H 0.781 -1.795 4.458
H -0.141 0.171 5.686
H -0.375 2.362 4.511
H 0.307 2.583 2.133
*
```

Calculated values
Frontier orbital gap   7.61 eV
Molecular weight   392.5 g/mol
E   -3279.11386 hartree
HOMO   -7.6 eV

=====

[8]
Molecular formula: C17H17ClINOSr
Method: DFT, ωB97M-V/def2-TZVPD

Geometry as ORCA input:
```
! RIJCOSX wB97M-V def2-TZVPD def2/J DEFGRID3
* xyz 0 1
C 0.598 1.263 -2.432
C 1.455 -1.399 -0.841
C 0.937 1.556 -1.002
H 1.316 1.858 -3.014
C 1.960 -0.821 0.346
H 0.806 -2.279 -0.695
H 0.447 2.442 -0.645
H 1.698 -1.329 1.280
C 2.393 1.498 -0.598
H 2.667 2.482 -0.181
H 2.985 1.391 -1.513
C 0.645 -0.195 -2.925
H 0.781 -0.214 -4.018
H -0.323 -0.688 -2.725
C 1.750 -1.019 -2.239
H 2.713 -0.498 -2.309
H 1.872 -1.971 -2.786
C 2.795 0.405 0.419
H 3.848 0.099 0.281
H 2.737 0.810 1.442
Sr -0.112 0.011 0.023
H -0.402 1.671 -2.672
Cl -5.652 -0.097 3.814
C -4.382 -0.407 2.668
C -4.491 -1.535 1.874
C -3.512 -1.884 0.928
I -3.798 -3.640 -0.207
C -2.360 -1.102 0.730
O -1.504 -1.559 -0.170
C -2.238 0.179 1.597
N -1.184 1.083 1.536
C -1.029 2.166 2.300
C -2.023 2.450 3.234
C -3.111 1.623 3.348
C -3.260 0.474 2.551
H -5.349 -2.180 1.981
H -0.141 2.801 2.207
H -1.919 3.324 3.876
H -3.874 1.863 4.092
*
```

Calculated values
Frontier orbital gap   5.25 eV
Molecular weight   501.3 g/mol
E   -1576.37111 hartree
HOMO   -5.7 eV

=====

[9]
Molecular formula: C17H17ClMn
Method: DFT, ωB97M-V/def2-TZVPD

Geometry as ORCA input:
```
! RIJCOSX wB97M-V def2-TZVPD def2/J DEFGRID3
* xyz -2 6
C -1.699 2.044 0.667
C -2.347 0.813 1.058
C -2.408 -0.037 -0.142
H -2.726 0.535 2.028
C -1.647 0.680 -1.192
C -1.277 1.965 -0.691
H -1.012 2.838 -1.269
H -1.653 2.876 1.365
H -2.915 -0.970 -0.251
H -1.581 0.340 -2.213
Mn -0.601 -0.541 0.772
Cl 0.229 -0.046 2.830
C -0.446 -3.036 2.149
C -0.835 -3.388 0.822
C -2.249 -3.190 0.717
H -0.221 -3.939 0.099
C -2.720 -2.704 1.972
C -1.611 -2.612 2.853
H -1.668 -2.432 3.931
H 0.518 -3.244 2.626
H -2.892 -3.565 -0.093
H -3.774 -2.638 2.272
C 1.390 -0.421 -0.552
C 2.007 0.771 -1.084
C 2.125 1.995 -0.354
C 2.738 3.104 -0.940
C 3.374 3.016 -2.188
C 3.355 1.766 -2.824
C 2.665 0.661 -2.340
H 1.919 -0.885 0.297
H 1.064 -1.183 -1.289
H 1.596 2.104 0.607
H 2.688 4.068 -0.427
H 3.906 3.885 -2.602
H 3.928 1.678 -3.737
H 2.781 -0.307 -2.876
*
```

Calculated values
Frontier orbital gap (spin up / spin down)   5.16 / 5.89 eV
Molecular weight   311.7 g/mol
Expectation value of S²   8.76
E   -2269.11484 hartree
HOMO (spin up / spin down)   0.4 / -0.4 eV

=====

[10]
Molecular formula: C17H17ClN2O5S
Method: DFT, ωB97M-V/def2-TZVPD

Geometry as ORCA input:
```
! RIJCOSX wB97M-V def2-TZVPD def2/J DEFGRID3
* xyz 0 1
C -3.565 -2.764 -0.751
N -3.016 -1.444 -0.535
S -3.002 -0.919 1.058
O -4.066 0.011 1.318
O -2.885 -2.067 1.906
C -1.456 -0.009 1.136
C -0.340 -0.509 0.509
C 0.861 0.202 0.516
C 0.905 1.429 1.188
C -0.222 1.906 1.852
C -1.403 1.190 1.824
H -2.295 1.552 2.310
H -0.163 2.849 2.372
Cl 2.303 2.416 1.204
C 1.981 -0.418 -0.240
O 1.813 -1.356 -0.989
O 3.164 0.136 -0.015
C 4.291 -0.344 -0.743
H 3.992 -0.585 -1.769
H 5.017 0.470 -0.731
C 4.934 -1.589 -0.098
O 6.036 -1.561 0.393
N 4.160 -2.685 -0.164
H 4.496 -3.541 0.245
H 3.246 -2.657 -0.594
H -0.387 -1.451 -0.015
C -3.445 -0.405 -1.463
C -2.303 0.539 -1.724
C -2.301 1.823 -1.198
C -1.219 2.662 -1.401
C -0.128 2.225 -2.134
C -0.127 0.949 -2.671
C -1.208 0.111 -2.466
H -1.202 -0.886 -2.878
H 0.716 0.604 -3.250
H 0.716 2.881 -2.289
H -1.226 3.658 -0.986
H -3.150 2.161 -0.622
H -4.302 0.136 -1.045
H -3.749 -0.890 -2.394
H -4.656 -2.751 -0.851
H -3.123 -3.194 -1.650
H -3.297 -3.369 0.111
*
```

Calculated values
Frontier orbital gap   9.03 eV
Molecular weight   396.9 g/mol
E   -2002.12396 hartree
Structure (SMILES)   CN(Cc1ccccc1)S(=O)(=O)c1ccc(Cl)c(C(=O)OCC(N)=O)c1
HOMO   -9.3 eV

=====

[11]
Molecular formula: C17H17F3N5PbS
Method: DFT, ωB97M-V/def2-TZVPD

Geometry as ORCA input:
```
! RIJCOSX wB97M-V def2-TZVPD def2/J DEFGRID3
* xyz 1 1
Pb 0.972 0.238 -0.987
N -3.964 0.848 -0.567
C -2.801 0.229 -0.449
N -1.642 0.816 -0.124
C -1.695 2.174 0.036
N -0.596 2.833 0.363
N 0.530 2.093 0.369
C 1.689 2.773 0.369
C 2.914 2.065 0.179
C 4.103 2.834 0.171
C 5.292 2.128 -0.037
C 5.293 0.743 -0.061
C 4.070 0.079 -0.052
N 2.924 0.710 0.063
C -2.885 2.962 -0.216
C -2.880 4.364 -0.173
C -4.084 5.066 -0.272
C -5.246 4.329 -0.581
C -5.264 2.941 -0.742
C -4.050 2.262 -0.466
H -4.867 0.385 -0.721
H -2.799 -0.805 -0.705
H 1.648 3.892 0.431
H 4.007 3.896 0.166
H 6.228 2.683 -0.132
H 6.200 0.160 -0.118
H 4.021 -0.977 -0.259
H -1.933 4.823 0.116
H -4.227 6.136 -0.245
H -6.226 4.830 -0.770
H -6.200 2.409 -0.919
C -0.331 -6.433 0.307
S 1.230 -5.980 1.120
C 2.314 -7.321 0.422
H -0.953 -5.564 0.198
H -0.786 -7.206 0.911
H -0.105 -6.844 -0.723
H 3.051 -6.941 -0.307
H 1.662 -8.091 -0.071
H 2.828 -7.875 1.168
F 1.794 -2.333 0.985
C 0.726 -1.602 0.543
F 0.187 -1.086 1.653
F -0.148 -2.642 0.129
*
```

Calculated values
Frontier orbital gap   5.33 eV
Molecular weight   587.6 g/mol
E   -1822.16388 hartree
HOMO   -9.7 eV

=====

[12]
Molecular formula: C17H17FNO11P
Method: DFT, ωB97M-V/def2-TZVPD

Geometry as ORCA input:
```
! RIJCOSX wB97M-V def2-TZVPD def2/J DEFGRID3
* xyz 0 1
C 0.667 3.804 -0.764
C 2.063 3.186 -0.707
F 3.045 4.125 -0.460
C 2.088 1.981 0.220
O 2.774 0.804 -0.198
C 2.535 -0.038 0.869
O 2.207 -1.120 0.833
O 2.736 0.720 1.981
C 2.357 2.109 1.727
P 3.814 3.088 2.341
N 5.168 2.743 1.611
H 0.646 4.668 -1.435
H 0.275 4.082 0.223
H -0.036 3.080 -1.194
H 2.251 2.800 -1.720
H 1.037 1.645 0.187
H 1.478 2.203 2.380
H 3.873 2.890 3.747
H 3.491 4.448 2.117
H 5.476 3.598 1.154
C 1.092 -4.847 -2.564
C -0.120 -5.103 -3.065
C -1.362 -4.542 -2.444
O -2.438 -4.795 -2.955
C -1.223 -3.721 -1.248
C -0.009 -3.464 -0.741
C 1.237 -4.005 -1.379
O 2.315 -3.731 -0.891
O 0.163 -2.716 0.356
O -0.296 -5.870 -4.146
H 1.995 -5.245 -3.005
H -2.127 -3.337 -0.799
H 1.133 -2.683 0.508
H -1.260 -5.894 -4.299
C -2.382 1.717 0.984
C -1.956 0.450 0.959
C -2.913 -0.701 0.945
O -2.450 -1.822 0.905
C -4.341 -0.411 0.984
C -4.770 0.857 1.012
C -3.812 2.010 1.000
O -4.257 3.143 1.009
O -6.067 1.167 1.051
O -0.656 0.131 0.944
H -1.702 2.557 0.993
H -5.021 -1.252 0.990
H -6.107 2.143 1.063
H -0.612 -0.853 0.920
*
```

Calculated values
Frontier orbital gap   7.10 eV
Molecular weight   461.3 g/mol
E   -1981.54531 hartree
Structure (SMILES)   C[C@@H](F)[C@H]1OC(=O)O[C@H]1[PH2]=N.O=C1C=C(O)C(=O)C=C1O.O=C1C=C(O)C(=O)C=C1O
HOMO   -8.9 eV